55
Properties=species:S:1:pos:R:3 method="wB97M-V/def2-TZVPD" e_above_lowest_ev=5.086 lumo_energy_ev=0.2 max_force_ev_per_a=6.53
O 0.8055 4.2496 0.4007
O 1.7320 2.8187 -2.5830
O -1.7956 -1.1530 -0.1850
O 1.1219 -1.2477 -1.6573
O 3.6699 -0.6163 -1.1258
O -0.7866 2.5274 -3.2024
O -0.6369 -3.9719 -0.1688
O 0.6023 -3.4718 -2.5523
O 3.2791 -2.9882 0.3671
O 0.2152 -1.6244 3.9443
O -1.1995 -0.6845 -2.9236
O 1.0400 -3.7607 2.2386
C 0.7145 0.9488 1.0692
C -0.3532 1.3561 0.1896
C -2.5304 1.4268 2.6956
C -1.4324 1.9522 0.5069
C 1.1935 -0.2477 1.2828
C -2.6171 2.0798 -0.3964
C -1.7171 2.4102 1.9653
H 2.1248 -0.3173 1.8200
H -0.9320 3.3495 -2.7927
H -2.5488 -0.7496 0.1990
H 1.7219 2.3678 -3.4124
H -0.2239 -4.0561 0.7097
H -0.9910 0.1558 -3.2966
H -3.2726 2.7655 -0.0784
H -1.2869 -3.3826 -0.2244
H 3.8592 -2.3975 0.7613
H 0.1174 4.9533 0.3258
H -2.1301 0.4394 2.3277
H -0.4748 -0.9406 -2.4648
H -2.2242 1.4010 3.7009
H -0.0661 2.2297 -2.6871
H 0.3997 3.4890 0.9194
H -3.0340 1.2006 -0.5084
H -2.0020 3.5650 1.9866
H -0.4294 -2.3411 4.1975
H -0.3476 -3.2446 -2.8432
H 2.6821 -0.5983 -1.3773
H 1.3013 1.8559 1.4086
H 0.5822 -1.2233 -0.7973
H -0.1721 1.0691 -0.8857
H 4.1394 0.3330 -0.9497
H -2.3117 2.4599 -1.3440
H -0.6684 2.4699 2.5566
H 0.3236 -1.5792 2.9969
H 1.2558 3.6179 -2.9967
H 0.5313 -3.7700 -1.6077
H 1.1766 -3.7456 3.1915
H 0.9013 -1.1708 0.8719
H -1.9606 -1.1708 -1.1445
H 1.8452 -3.8323 1.7735
H -3.6364 1.4980 2.4714
H 3.2725 -2.5685 -0.5767
H 1.1730 -2.1354 -2.0963


28
Properties=species:S:1:pos:R:3 method="wB97M-V/def2-TZVPD" e_above_lowest_ev=4.253 lumo_energy_ev=0.7 max_force_ev_per_a=5.65
N 1.3787 1.6978 1.7085
C -1.5832 -1.1971 -0.3234
C -0.3321 -0.5967 -1.0645
C -1.7270 -0.5750 1.0999
C 2.7577 0.3516 0.3626
C 1.3152 2.5944 0.6482
C -3.0366 -0.7669 1.9144
C 1.7476 2.2065 -0.6507
C -0.0801 -1.1613 -2.4725
C 2.4878 0.9889 -0.8514
C 2.0466 0.6234 1.5405
H -1.1167 -1.2798 -3.1508
H 1.6822 2.7694 -1.6223
H 0.4578 -2.2109 -2.3748
H 2.8517 0.6057 -1.8238
H 0.5702 -0.8313 -0.5458
H -0.4179 0.5290 -0.9960
H -1.6600 0.6004 1.0681
H -2.8549 -0.2521 2.8223
H -1.4469 -2.2372 -0.1303
H -0.9145 -0.8976 1.8722
H 3.4188 -0.6185 0.2064
H -4.0311 -0.4724 1.4390
H 0.5991 -0.5762 -3.2082
H -3.0379 -1.9106 1.9779
H 0.8955 3.6037 0.9920
H -2.5271 -0.9882 -0.9415
H 2.5571 0.0008 2.5041


40
Properties=species:S:1:pos:R:3 method="wB97M-V/def2-TZVPD" e_above_lowest_ev=0.000 spin_multiplicity=2 lumo_energy_ev="0.0 / 0.2" max_force_ev_per_a=0.21
Co 0.5852 0.2887 0.0145
S 1.9573 -0.7341 -1.5539
O -3.9658 2.7429 -1.2029
O 0.8680 -1.5780 3.4049
O 1.4074 -0.6848 1.4290
O -3.1731 0.3154 -1.4333
O -1.0545 -0.1235 -0.9329
N 0.2428 -2.7037 -0.9108
N -0.3734 1.2177 1.4941
N 2.2570 -3.0136 -0.1043
C 1.4861 -2.2223 -0.8380
C -2.6767 3.0888 -1.2957
C -1.6574 2.1284 -1.3805
C 0.0405 -3.8031 0.0289
C 1.4654 -4.0506 0.5589
C -0.3397 2.5582 -1.5449
C -0.0101 3.8993 -1.5597
C -2.0049 0.6764 -1.2660
C 0.7159 -0.7551 2.5271
C -2.3435 4.4470 -1.2863
C 3.6016 -2.7193 0.3334
C -1.0279 4.8424 -1.4113
C -0.3919 0.2956 2.6544
H -1.3480 -0.2242 2.6837
H 1.8422 -5.0416 0.3032
H 1.5312 -3.9104 1.6393
H 0.4430 1.8239 -1.7420
H -0.2718 0.8230 3.5997
H -3.9927 1.7581 -1.3163
H 0.1209 2.0748 1.7226
H -0.6394 -3.5054 0.8276
H 3.6250 -2.7065 1.4240
H -0.5043 -2.0911 -1.2264
H 1.0152 4.2107 -1.7053
H -1.3120 1.4937 1.2254
H -0.7886 5.8982 -1.4140
H -0.3707 -4.6750 -0.4768
H 3.8851 -1.7392 -0.0388
H -3.1451 5.1676 -1.1934
H 4.3017 -3.4693 -0.0373


37
Properties=species:S:1:pos:R:3 method="wB97M-V/def2-TZVPD" lumo_energy_ev=-0.7 max_force_ev_per_a=2.47
O 1.1476 -1.9354 4.8752
O 0.0401 -1.7222 -3.6557
O 0.1977 0.4172 0.8550
O 1.5962 2.0700 -1.6236
O -0.2057 -1.2457 3.2005
O 4.0033 -2.6300 4.1817
O 3.0067 -2.7708 0.8820
N 1.7622 -2.3413 1.4236
N 0.0047 -0.0887 -2.1542
N -0.0343 3.4582 -1.0926
N 3.9612 -2.9184 1.9275
C -0.5662 1.0318 -1.3802
C 0.9424 -1.7969 3.6805
C -0.9407 0.6002 0.0556
C 0.4079 2.2243 -1.3608
C -0.5471 -0.7796 -3.1502
C -1.9168 -0.3916 -3.6745
C 1.9566 -2.2349 2.7120
C 3.3207 -2.5969 3.0065
C -1.7393 -0.7025 0.1273
C -1.4019 3.8928 -0.8043
H -2.1772 -1.0611 -4.4932
H -1.8851 0.6299 -4.0472
H -2.6184 -0.6299 -0.5117
H -2.6558 -0.4870 -2.8839
H -1.4780 1.3730 -1.8605
H -2.1006 3.4880 -1.5386
H 0.9475 -0.3565 -1.9074
H 0.6905 4.1610 -1.1009
H -0.7272 -1.0380 3.9936
H -2.0699 -0.8729 1.1516
H -1.4515 4.9826 -0.8478
H -1.1246 -1.5460 -0.1922
H -1.5450 1.3859 0.5073
H -1.6927 3.5757 0.1986
H 4.9086 -2.9065 3.9689
H -0.0158 -0.2379 1.5320